The following is a DFT calculation (ωB97M-V with the def2-TZVPD basis set) of the molecule C2H3N3O in a non-equilibrium geometry.

Each line ends with the Löwdin charge.
Atoms and positions in Å:
O1 0.05579 1.68419 -0.92557  0.035
N1 -0.10037 0.45666 -0.37391  -0.191
C1 0.83598 -0.54854 -0.53399  -0.104
N2 0.47356 -1.42916 0.38288  -0.019
N3 -0.55526 -0.97380 1.06416  0.001
C2 -0.83006 0.21596 0.61414  -0.210
H1 0.77718 2.11442 -0.32033  0.180
H2 1.62780 -0.83460 -1.32076  0.154
H3 -1.61232 0.86627 1.05286  0.154

Forces on the atoms, in the same order (eV/Å):
1.8 2.2 1.1
4.7 1.5 -4.8
-0.2 -1.9 0.2
1.8 -1.1 -1.4
-1.0 -0.3 1.8
-4.4 -0.6 4.3
-1.9 -0.8 -1.8
-1.6 1.4 1.3
0.8 -0.4 -0.7

Computed properties:
LUMO energy = 0.19 eV
charge = 0
DFT total energy = -8636.983 eV
HOMO energy = -0.354 Eh
energy relative to the best compared isomer or geometry (same formula, charge and spin) = 338.8 kJ/mol

=====

The following is a DFT calculation (ωB97M-V with the def2-TZVPD basis set) of C8H6NO5V as an isolated structure in a non-equilibrium geometry.

Each line ends with the Löwdin charge.
Atoms and positions in Å:
O1 -0.11131 2.82816 -4.23389  0.235
C1 -0.10150 2.08533 -3.36174  0.070
V1 -0.08696 0.47261 -1.72407  0.215
O2 -0.11523 2.81958 0.46332  0.243
C2 -0.10176 2.10247 -0.44545  0.018
C3 -0.12270 -1.41516 -2.51862  -0.094
O3 -0.16081 -2.56563 -2.69633  0.266
C4 1.89002 0.30578 -1.61102  0.003
O4 3.03124 0.11273 -1.51545  0.254
C5 -2.06380 0.29561 -1.62670  0.001
O5 -3.20227 0.07862 -1.54401  0.254
H1 -0.04173 -0.21682 -3.20343  0.087
C6 0.40694 -0.27587 3.54284  -0.055
C7 -0.08803 -1.33177 2.52465  -0.159
C8 -0.08648 -0.85849 1.16365  -0.035
N1 -0.08337 -0.53843 0.05273  0.109
H2 1.46687 -0.04981 3.36953  0.092
H3 0.29905 -0.63517 4.57375  0.102
H4 -0.16757 0.65425 3.44528  0.086
H5 0.55721 -2.22658 2.57040  0.153
H6 -1.11780 -1.64142 2.77456  0.153

Forces on the atoms, in the same order (eV/Å):
0.0 -2.6 3.1
0.0 2.1 -2.6
-0.1 -0.6 -1.8
0.1 -3.0 -4.2
-0.1 3.9 5.2
-0.3 -4.4 1.4
0.2 4.6 -0.1
7.6 -1.0 0.3
-5.3 0.9 -0.4
-7.6 -1.2 0.2
5.3 1.0 -0.3
0.1 0.2 -1.4
0.2 0.5 -0.2
0.0 -0.3 1.0
0.0 -0.2 -0.9
0.0 0.1 1.4
-0.3 -0.1 0.1
0.0 -0.1 -0.4
0.1 -0.2 0.1
-0.3 0.2 -0.2
0.3 0.0 -0.2

Computed properties:
LUMO energy (spin up / spin down) = -9.05 / -11.05 eV
charge = +2
spin multiplicity = 3
DFT total energy = -45788.971 eV
HOMO energy (spin up / spin down) = -0.693 / -0.681 Eh
energy relative to the best compared isomer or geometry (same formula, charge and spin) = 0.0 kJ/mol

=====

The following is a DFT calculation (ωB97M-V with the def2-TZVPD basis set) of C8H12N4 as an isolated structure in a non-equilibrium geometry.

Each line ends with the Löwdin charge.
Atoms and positions in Å:
C1 -4.01493 -0.73045 -0.24048  0.049
C2 -2.97013 -1.56364 0.12365  -0.027
C3 -3.78349 0.65131 -0.16240  -0.004
C4 -1.70039 -1.09700 0.26452  0.002
C5 -2.52361 1.15154 -0.17805  0.022
C6 -1.39732 0.26980 0.00384  -0.179
C7 3.52962 -0.51269 -0.54428  -0.038
C8 -0.09549 0.67661 0.28419  0.029
N1 4.71742 -0.07522 -0.22376  0.220
N2 1.29206 -0.73307 0.22783  0.085
N3 0.59286 1.78729 0.41597  0.218
N4 2.56934 -0.34014 0.36275  -0.022
H1 -4.97375 -1.01830 -0.38960  0.103
H2 -3.31828 -2.62118 0.25651  0.155
H3 -4.44892 1.49981 -0.26899  0.139
H4 -0.86448 -1.77794 0.62827  0.144
H5 -2.21438 2.12963 -0.26754  0.099
H6 3.45589 -1.02678 -1.41641  0.147
H7 5.57984 -0.45994 -0.58004  0.158
H8 4.93933 0.46763 0.58976  0.146
H9 1.27579 -1.08963 -0.72673  0.113
H10 0.00528 2.59980 0.29693  0.149
H11 1.60530 1.82892 0.27533  0.134
H12 2.74246 -0.01638 1.26872  0.159

Forces on the atoms, in the same order (eV/Å):
2.6 2.6 1.5
-1.8 -2.0 -0.5
0.2 1.6 -1.3
2.2 -1.0 0.6
2.4 -2.4 0.8
-0.8 -0.9 1.2
1.2 2.1 4.2
4.5 -1.7 -1.5
1.2 -0.2 -0.1
-3.9 0.5 -0.4
-1.7 -1.0 -0.4
-0.1 0.7 -1.9
-2.7 -1.4 -0.5
1.2 0.9 0.0
-1.1 -0.8 -0.1
-1.3 0.9 -0.6
-0.4 2.4 -0.3
-0.9 -1.5 -2.5
-0.1 -0.1 -0.9
-0.5 0.3 0.6
-1.1 -0.1 0.0
0.5 0.9 0.3
-0.6 0.1 0.1
1.0 0.4 1.6

Computed properties:
LUMO energy = -8.39 eV
charge = +2
DFT total energy = -14430.535 eV
HOMO energy = -0.616 Eh
energy relative to the best compared isomer or geometry (same formula, charge and spin) = 374.5 kJ/mol

=====

The following is a DFT calculation (ωB97M-V with the def2-TZVPD basis set) of C11H17BN6OZn as an isolated structure in a non-equilibrium geometry.

Each line ends with the Löwdin charge.
Atoms and positions in Å:
C1 -0.37586 2.39657 0.71607  -0.044
N1 -0.25978 1.32612 -0.06942  -0.086
N2 0.07998 1.72565 -1.35132  -0.005
C2 0.20894 3.06111 -1.36927  0.009
C3 -0.07715 3.54168 -0.06759  0.034
B1 0.28398 0.64724 -2.47353  -0.425
N3 1.43352 -0.26506 -1.92947  -0.015
N4 1.26301 -0.91854 -0.71832  -0.061
C4 2.39025 -1.57032 -0.41813  -0.051
C5 3.33999 -1.31701 -1.44517  0.029
C6 2.68222 -0.47779 -2.37674  0.003
Zn1 -0.46161 -0.50331 0.03720  0.859
N5 -1.03082 -0.20759 -2.46376  0.073
N6 -1.52638 -0.82097 -1.31041  -0.063
C7 -2.66433 -1.40663 -1.50131  0.011
C8 -3.01816 -1.20777 -2.88918  0.163
C9 -1.93141 -0.43087 -3.45658  0.100
H1 -3.22036 -1.92040 -0.76771  0.141
H2 -1.75278 -0.04903 -4.46276  0.166
H3 -3.88754 -1.54715 -3.42275  0.139
H4 0.51590 1.12021 -3.53995  0.137
H5 2.98680 -0.02758 -3.29853  0.138
H6 0.48717 3.54341 -2.28341  0.140
H7 4.33152 -1.67001 -1.51431  0.105
H8 -0.06627 4.55021 0.23927  0.105
H9 2.49720 -2.16945 0.47210  0.129
H10 -0.65376 2.33115 1.75787  0.131
H11 -1.27999 -3.20882 1.55638  0.004
C10 -1.08958 -2.51444 2.42615  0.092
H12 -0.00509 -2.23429 2.66534  0.007
H13 1.52494 -0.82566 4.98549  0.087
H14 -1.86616 -1.71731 2.66664  0.016
C11 0.20536 0.58504 5.16855  -0.151
O1 0.93667 -0.34919 4.37994  -0.158
H15 0.38659 0.51150 6.25136  0.095
H16 -0.86008 0.42595 4.97407  0.071
H17 0.47307 1.59335 4.83320  0.074

Forces on the atoms, in the same order (eV/Å):
0.5 0.9 -1.8
-0.2 2.1 0.3
-0.3 0.1 0.3
-0.5 -0.3 1.6
0.1 -1.4 -0.9
1.2 0.3 1.4
-0.2 -0.3 0.3
1.0 -0.7 -0.3
0.4 0.9 -1.7
-1.7 0.8 -0.3
-0.1 -1.0 1.4
2.5 -1.1 4.6
-2.8 -0.9 -2.5
-2.7 -1.3 -2.0
0.4 0.9 -2.5
0.9 0.6 -0.4
1.0 0.0 1.9
-0.3 -0.4 0.8
-0.2 -0.2 0.3
-0.2 -0.1 0.0
-0.2 -0.1 0.1
0.3 0.0 -0.2
0.1 0.3 -0.1
0.8 -0.3 0.0
0.0 0.8 0.3
-0.1 0.1 0.0
0.1 -0.1 -0.1
0.1 0.6 1.4
0.8 1.9 -1.6
-1.7 -0.7 0.0
-0.1 0.1 -0.4
0.9 -1.4 -0.1
-0.3 0.5 -0.2
0.4 -0.5 0.5
0.0 -0.1 -0.4
0.0 0.1 0.2
-0.1 0.0 0.2

Computed properties:
LUMO energy (spin up / spin down) = -8.03 / -11.90 eV
charge = +2
DFT total energy = -71745.580 eV
HOMO energy (spin up / spin down) = -0.557 / -0.557 Eh